No. 1
Formula: C24H24N2O6
Source: the OMol25 dataset
Level of theory: wB97M-V/def2-TZVPD

- ΔE to the lowest compared entry with this formula, charge and spin (eV) = 1.413
- energy (Ha) = -1489.91542
- molecular weight (g mol⁻¹) = 436.464
- SMILES = O=C(/C=C\c1ccc2c(c1)OCO2)NC1(C(=O)Nc2ccc3c(c2)OCO3)CCCCC1
- charge = 0
- orbital gap (eV) = 7.888

Atoms and positions in Å:
O 0.01555 -1.52995 -0.60832
C -0.50259 -2.11679 0.33440
C 0.17884 -3.17020 1.11624
C 1.50071 -3.30199 1.26499
C 2.54285 -2.37817 0.83323
C 2.40918 -0.99905 0.96331
C 3.41689 -0.12230 0.57632
C 4.55842 -0.67277 0.04462
C 4.70984 -2.05637 -0.07851
C 3.73162 -2.92632 0.32267
O 5.93934 -2.33177 -0.61710
C 6.54872 -1.07979 -0.84731
O 5.68734 -0.05100 -0.41026
N -1.77631 -1.89908 0.73548
C -2.76869 -0.99900 0.13819
C -2.38704 0.46343 0.49831
O -3.07764 1.14873 1.22341
N -1.21410 0.84192 -0.05418
C -0.51909 2.04038 0.12016
C -1.06587 3.15411 0.74630
C -0.33199 4.32706 0.90180
C 0.95154 4.34419 0.41582
C 1.50124 3.22725 -0.21592
C 0.79137 2.06783 -0.38338
O 2.79013 3.50453 -0.59155
C 3.03049 4.83638 -0.19180
O 1.88311 5.35351 0.44428
C -2.84686 -1.21532 -1.38070
C -3.97556 -0.38993 -1.98953
C -5.31283 -0.79322 -1.37947
C -5.27769 -0.58079 0.12884
C -4.12330 -1.35078 0.76709
H -0.47380 -3.92391 1.53742
H 1.86736 -4.19446 1.75994
H 1.50778 -0.59438 1.39586
H 3.31207 0.94424 0.67905
H 3.85893 -3.99177 0.22422
H 7.49906 -1.02524 -0.29287
H 6.75061 -0.95962 -1.92429
H -2.08957 -2.38193 1.56407
H -0.67965 0.11410 -0.53739
H -2.07213 3.10319 1.12522
H -0.75555 5.18921 1.38801
H 1.21795 1.20675 -0.87122
H 3.26989 5.44909 -1.07636
H 3.88324 4.86225 0.50580
H -3.03491 -2.27791 -1.55832
H -1.90034 -0.96700 -1.85837
H -3.99189 -0.54374 -3.07005
H -3.79460 0.67057 -1.80207
H -5.51022 -1.84540 -1.60071
H -6.11850 -0.20177 -1.81737
H -6.21592 -0.91254 0.57778
H -5.15648 0.47987 0.34685
H -4.29111 -2.42439 0.64331
H -4.08985 -1.11994 1.83404


No. 2
Formula: C6H5N
Source: the OMol25 dataset
Level of theory: wB97M-V/def2-TZVPD

- ΔE to the lowest compared entry with this formula, charge and spin (eV) = 6.210
- energy (Ha) = -286.11496
- molecular weight (g mol⁻¹) = 91.113
- charge = 0
- orbital gap (eV) = 8.736

Atoms and positions in Å:
C -2.18377 -1.82414 -2.82580
C -3.01174 -0.94513 -3.18909
C -0.97265 -2.06451 -1.86455
C -0.31127 -1.45371 -0.79882
C -0.44622 -0.13393 -0.55348
C 0.34031 0.58157 0.55867
N -1.16327 -2.88094 -2.75024
H 0.38033 -2.04190 -0.30682
H -1.12802 0.45253 -1.36216
H -0.42829 1.11269 0.95601
H 0.98341 1.20132 0.04101
H 1.06488 -0.05614 1.07615


No. 3
Formula: C12H11ClLiN3O3
Source: the OMol25 dataset
Level of theory: wB97M-V/def2-TZVPD

- energy (Ha) = -1321.75021
- molecular weight (g mol⁻¹) = 287.632
- charge = 0
- orbital gap (eV) = 9.006

Atoms and positions in Å:
Li -1.31003 1.57613 1.69058
Cl 4.94917 1.03345 -3.12911
C 3.85198 1.26260 -1.79149
C 2.96204 2.32278 -1.82085
C 2.08443 2.48264 -0.75531
C 2.10090 1.60477 0.32251
C 3.01889 0.55940 0.33109
C 3.89524 0.37601 -0.72519
C 1.08784 1.73724 1.45531
O 1.23754 1.02054 2.44688
O 0.13231 2.54946 1.23772
H 2.96006 3.00500 -2.65949
H 1.36588 3.29131 -0.74839
H 3.02412 -0.10700 1.18413
H 4.60690 -0.43833 -0.72815
C -4.28930 -1.99815 1.60589
N -3.12143 -1.62065 0.81376
C -2.62600 -2.41015 -0.17412
C -1.53518 -2.05587 -0.88221
C -0.91637 -0.80730 -0.54411
N -1.40247 -0.02896 0.40898
C -2.49700 -0.41822 1.10957
O -2.93952 0.29672 2.01596
N 0.17181 -0.40288 -1.19963
H -4.63668 -2.96714 1.25734
H -5.07347 -1.25517 1.48363
H -4.01921 -2.05599 2.65752
H -3.15631 -3.33489 -0.35472
H -1.15527 -2.69643 -1.66241
H 0.59186 -0.97798 -1.90596
H 0.63727 0.45705 -0.93974


No. 4
Formula: C5H10AlOP
Source: the OMol25 dataset
Level of theory: wB97M-V/def2-TZVPD

- ΔE to the lowest compared entry with this formula, charge and spin (eV) = 0.941
- energy (Ha) = -855.34500
- molecular weight (g mol⁻¹) = 144.090
- charge = 0
- orbital gap (spin up / spin down) (eV) = 4.357 / 4.534

Atoms and positions in Å:
C -0.49234 0.00205 -1.67516
C -1.27175 1.04468 -1.06469
C -0.39036 1.97441 -0.44791
C 0.96162 1.53735 -0.62631
C 0.95263 0.30470 -1.39228
Al 0.15635 -0.40259 0.23878
P -0.12952 -2.57118 0.77259
H -0.81654 -0.65669 -2.47445
H -2.35194 1.11888 -1.13768
H -0.68733 2.85831 0.11231
H 1.78589 -0.09733 -1.95215
H 1.86836 2.08025 -0.38131
H 1.06627 -3.24067 0.32112
H -1.27836 -3.18884 0.15079
H -0.22824 -2.76311 2.19971
O 0.23694 0.69414 2.05324
H -0.45981 0.64647 2.74652
H 1.07812 0.65920 2.55688


No. 5
Formula: C10H9ClN2
Source: the OMol25 dataset
Level of theory: wB97M-V/def2-TZVPD

- spin multiplicity = 3
- energy (Ha) = -956.02809
- molecular weight (g mol⁻¹) = 192.649
- charge = 0
- orbital gap (spin up / spin down) (eV) = 5.716 / 6.990

Atoms and positions in Å:
C 1.22852 2.01007 -1.77381
C 0.55291 2.77333 -0.80514
C 1.05295 0.65946 -1.91073
C -0.36553 2.15370 -0.07336
C 0.31042 0.02991 -0.87499
C -0.38516 0.75531 0.02057
C 0.00791 -1.36535 -0.62043
C -0.79968 -1.49327 0.45928
C -1.16823 -0.07710 0.91314
C -1.23481 -2.75361 1.12336
N 1.74196 -0.18329 2.28220
N 2.09225 -0.52115 1.29800
Cl 0.70067 -2.63168 -1.46291
H 1.95302 2.47828 -2.33074
H 0.89032 3.75946 -0.73211
H 1.46424 0.19841 -2.78604
H -0.68304 2.83442 0.72177
H -0.93281 0.03698 2.00339
H -2.32240 0.16065 0.71549
H -2.13891 -2.37462 1.55732
H -0.57371 -3.03151 1.91194
H -1.39087 -3.41838 0.36383


No. 6
Formula: C2H2ClN3
Source: the OMol25 dataset
Level of theory: wB97M-V/def2-TZVPD

- ΔE to the lowest compared entry with this formula, charge and spin (eV) = 0.894
- energy (Ha) = -701.83185
- molecular weight (g mol⁻¹) = 103.512
- SMILES = Clc1c[nH]nn1
- charge = 0
- orbital gap (eV) = 10.589

Atoms and positions in Å:
Cl -2.62417 -0.35570 -0.02701
C -0.90341 -0.34734 0.04045
C -0.11527 0.73419 -0.01634
N 1.11792 0.17604 -0.03096
N 1.09348 -1.15396 -0.06421
N -0.19032 -1.51013 0.01903
H -0.29831 1.78373 -0.05721
H 1.92008 0.67317 0.13625


No. 7
Formula: C24H39N8NiO3PS4
Source: the OMol25 dataset
Level of theory: wB97M-V/def2-TZVPD

- ΔE to the lowest compared entry with this formula, charge and spin (eV) = 0.689
- spin multiplicity = 3
- energy (Ha) = -5044.17987
- molecular weight (g mol⁻¹) = 705.564
- charge = 0
- orbital gap (spin up / spin down) (eV) = 6.155 / 6.363

Atoms and positions in Å:
Ni 0.35274 0.04939 -0.16412
S 4.76012 -1.04959 2.46554
C 3.14522 -1.11444 1.97432
S 2.26882 -1.26026 3.40623
S 2.62657 -0.96836 0.37946
C -1.66038 4.11004 1.03288
C -0.43314 3.93247 0.15597
O 0.65684 3.34442 0.86627
P 0.80905 1.75292 1.25703
O 2.27870 1.90336 1.88016
C 3.39521 2.31323 1.08342
C 3.89971 3.65537 1.56753
O -0.04437 1.60859 2.61434
C 0.24807 2.38292 3.79662
C -1.00329 2.44266 4.64219
H -2.49182 4.50241 0.44273
H -1.45064 4.80147 1.85094
H -1.96257 3.15233 1.46001
H -0.06937 4.90147 -0.18295
H -0.67296 3.34023 -0.72496
H 3.10553 2.37031 0.02889
H 4.15675 1.54258 1.19053
H 3.11710 4.40945 1.47359
H 4.76707 3.96379 0.97866
H 4.19764 3.58523 2.61543
H 0.57955 3.38162 3.50967
H 1.05976 1.88831 4.32951
H -1.80818 2.95655 4.11278
H -0.79318 2.98424 5.56638
H -1.33914 1.43530 4.89535
C -2.12526 -2.16224 -0.11303
N -0.91085 -1.76806 0.64391
C -1.33448 -1.50305 2.04622
N -2.00518 -2.65076 2.65267
C -3.17744 -2.98848 1.84594
N -2.81476 -3.31241 0.46076
C -1.88084 -4.44308 0.48887
N -0.68164 -4.13490 1.26194
C -0.02252 -2.96754 0.68254
C -1.08308 -3.79392 2.63112
H -1.83814 -2.41165 -1.13516
H -2.81876 -1.32677 -0.14103
H -2.01728 -0.65431 2.06392
H -0.45221 -1.24393 2.62508
H -3.86736 -2.14093 1.84322
H -3.68141 -3.84928 2.28755
H -1.59347 -4.69231 -0.53528
H -2.38288 -5.30496 0.93074
H 0.29852 -3.19600 -0.33537
H 0.85215 -2.72905 1.27707
H -0.19312 -3.54293 3.20890
H -1.57425 -4.65649 3.08413
N -0.46262 1.75337 -3.07019
C -1.58175 1.47054 -2.34264
C -2.86253 1.68694 -2.87980
C -3.95658 1.59215 -2.05561
C -3.76926 1.30173 -0.70488
C -2.48714 1.04744 -0.27915
N -1.40463 1.07245 -1.07323
H -0.52786 1.79192 -4.07145
H 0.40579 1.44058 -2.67404
H -2.96129 1.95662 -3.92454
H -4.95064 1.76450 -2.44979
H -4.59783 1.26586 -0.01097
H -2.28319 0.81978 0.75907
N 4.21672 -2.48256 -5.61654
C 2.87844 -2.52906 -5.55491
S 1.97959 -3.22676 -6.74753
C 2.26294 -1.88518 -4.35577
C 0.97891 -2.22002 -3.94472
C 0.43248 -1.58040 -2.85031
N 1.06449 -0.63517 -2.14739
C 2.29608 -0.30815 -2.54779
C 2.92724 -0.90556 -3.62529
H 4.66406 -2.92749 -6.39925
H 4.77983 -2.21149 -4.82955
H 0.41849 -2.96913 -4.48596
H -0.57016 -1.82288 -2.52374
H 2.80002 0.46208 -1.97941
H 3.91929 -0.56706 -3.89371


No. 8
Formula: C7H12ClN6O
Source: the OMol25 dataset
Level of theory: wB97M-V/def2-TZVPD

- energy (Ha) = -1137.46468
- molecular weight (g mol⁻¹) = 231.667
- SMILES = Cc1cn([C@H](Cl)N/[NH+]=C(\N)N=O)nc1C
- charge = +1
- orbital gap (spin up / spin down) (eV) = 7.419 / 7.420

Atoms and positions in Å:
C -1.85170 -2.72263 -2.07538
C -1.17356 -1.85751 -1.07928
C -1.49496 -1.42010 0.17544
N -0.44368 -0.60945 0.59755
C -0.25788 -0.17217 1.86994
Cl -1.25547 -0.76836 3.18200
N -0.67750 1.49232 1.85045
N 0.38720 2.27765 2.15635
C 1.42472 2.42508 1.34759
N 1.68577 1.91292 0.18877
N 2.16392 3.62868 1.75070
O 2.37042 3.83124 2.93346
N 0.49764 -0.53628 -0.30926
C 0.11334 -1.27037 -1.36991
C 0.85926 -1.02160 -2.64888
H -2.46058 -2.09398 -2.68458
H -1.16719 -3.35598 -2.78198
H -2.46410 -3.50282 -1.54655
H -2.39215 -1.34428 0.75904
H 0.89460 -0.07183 2.06861
H -1.58368 1.50844 2.32327
H 0.20068 2.98380 2.93710
H 2.24159 2.36905 -0.63018
H 1.27020 1.04338 -0.20162
H 0.23324 -0.26494 -3.26189
H 1.77065 -0.52536 -2.37058
H 1.10924 -1.93489 -3.18019


No. 9
Formula: C7H5Cl2N4S
Source: the OMol25 dataset
Level of theory: wB97M-V/def2-TZVPD

- ΔE to the lowest compared entry with this formula, charge and spin (eV) = 0.000
- energy (Ha) = -1807.15154
- molecular weight (g mol⁻¹) = 248.118
- charge = +1
- orbital gap (eV) = 8.140

Atoms and positions in Å:
C -0.87066 -1.58362 0.39930
C -1.40506 0.78270 -1.01880
C 0.17366 -0.75131 0.00858
C -0.10567 0.42000 -0.70395
C -2.17257 -1.23408 0.08654
C -2.44195 -0.04326 -0.61774
C 2.36525 0.21885 -0.32755
N -1.60994 3.06887 2.15627
N -0.93995 2.50867 1.49053
N 1.49950 -0.95283 0.26017
N 3.67084 0.21021 -0.15605
S 1.35130 1.33331 -1.08481
Cl -3.46861 -2.24655 0.56142
Cl -4.05528 0.39884 -0.96608
H -0.67113 -2.49250 0.94085
H -1.62031 1.69399 -1.55026
H 1.91677 -1.76597 0.68262
H 4.12879 -0.48778 0.41152
H 4.25503 0.92246 -0.57257


No. 10
Formula: CH3F2P
Source: the OMol25 dataset
Level of theory: wB97M-V/def2-TZVPD

- ΔE to the lowest compared entry with this formula, charge and spin (eV) = 0.986
- energy (Ha) = -580.90869
- molecular weight (g mol⁻¹) = 84.005
- SMILES = [H]/P=C/F.F
- charge = 0
- orbital gap (eV) = 9.521

Atoms and positions in Å:
H 0.10177 -0.41259 1.01126
P 0.86230 -0.76079 -0.04699
C 0.74815 0.75071 -0.81275
F 1.47043 0.79537 -2.01544
H 0.40182 1.69907 -0.46959
F -1.80903 -0.67675 1.48926
H -1.77543 -1.39503 0.84426


No. 11
Formula: C28H26F6IN4O9S3TeW
Source: the OMol25 dataset
Level of theory: wB97M-V/def2-TZVPD

- ΔE to the lowest compared entry with this formula, charge and spin (eV) = 3.089
- spin multiplicity = 4
- energy (Ha) = -4405.18948
- molecular weight (g mol⁻¹) = 1211.068
- charge = 0
- orbital gap (spin up / spin down) (eV) = 6.408 / 6.620

Atoms and positions in Å:
W -0.02830 0.94863 0.61402
O 3.51079 1.56466 -0.80058
S 2.47460 0.60548 -0.60425
O 2.00536 0.60362 0.89528
O 2.70722 -0.72718 -1.05210
O 1.09617 1.13102 -1.10629
F -2.40219 -2.16492 -1.49902
C -3.23775 -2.80597 -0.68243
F -4.36252 -2.10500 -0.57065
F -3.52043 -3.98977 -1.21662
S -2.47549 -3.04633 0.99178
O -2.62940 -1.80145 1.69236
O -3.09801 -4.21673 1.51325
N -0.96698 -3.38540 0.62503
S 0.25853 -2.48426 0.36232
O 1.34382 -2.69033 1.26113
O -0.10198 -1.05300 0.09703
C 0.81994 -3.08850 -1.33326
F 0.16195 -4.20512 -1.63039
F 2.10854 -3.35106 -1.30158
F 0.54815 -2.18160 -2.26132
I 0.24560 -2.70102 5.75628
C 0.56857 -1.18156 4.41452
C 1.49550 -0.17685 4.47204
N 1.28415 0.64730 3.42064
N 0.28832 0.15051 2.63844
C -0.16072 -0.93782 3.23992
H 2.27783 0.02490 5.18429
H 2.04452 1.09277 2.91856
H -1.02288 -1.46209 2.85413
C -6.17776 -0.80372 5.62413
C -5.20812 -0.09647 4.71897
C -5.50239 0.12790 3.38307
C -4.61644 0.76225 2.51855
C -5.06382 0.98156 1.10122
C -3.36905 1.15677 3.02783
Te -2.05631 2.37833 1.83359
N -2.04295 0.58527 0.06155
C -1.82569 1.32148 -1.00158
O -0.93428 2.25472 -0.85316
C -2.43463 1.05480 -2.32597
C -1.64442 0.48127 -3.31651
C -2.20576 0.17610 -4.54527
C -3.54451 0.45520 -4.78911
C -4.32509 1.04013 -3.80252
C -3.77322 1.33665 -2.56482
C -0.09588 4.06970 1.05142
C 1.05416 3.61638 1.65107
C 2.27663 4.01858 1.08146
C 2.25918 4.84310 -0.01899
C 1.04910 5.29793 -0.55594
C -0.18060 4.90942 -0.03900
C -1.48373 5.32714 -0.65562
C -3.06707 0.99595 4.38656
C -1.79639 1.47918 5.03673
C -3.99339 0.35933 5.20456
H -7.13964 -0.95114 5.13571
H -6.34051 -0.23722 6.54194
H -5.78971 -1.78379 5.90725
H -6.45929 -0.19792 2.99146
H -6.04714 0.53994 0.94735
H -4.36387 0.51913 0.41389
H -5.12941 2.04868 0.86779
H -0.59998 0.27472 -3.11719
H -1.59665 -0.28174 -5.31344
H -3.97946 0.21574 -5.75065
H -5.36720 1.26058 -3.99331
H -4.38266 1.77787 -1.78578
H 1.00961 3.11300 2.60788
H 3.21216 3.66809 1.49275
H 3.19118 5.14334 -0.47708
H 1.06507 5.95940 -1.41509
H -1.33883 6.17233 -1.32643
H -2.21022 5.60448 0.10778
H -1.89880 4.49704 -1.23036
H -1.38678 2.36893 4.55854
H -1.03221 0.70431 5.01519
H -1.97776 1.71480 6.08504
H -3.75524 0.22662 6.25503


No. 12
Formula: F3HOSi
Source: the OMol25 dataset
Level of theory: wB97M-V/def2-TZVPD

- ΔE to the lowest compared entry with this formula, charge and spin (eV) = 5.642
- energy (Ha) = -664.98514
- molecular weight (g mol⁻¹) = 102.087
- charge = 0
- orbital gap (spin up / spin down) (eV) = 9.984 / 7.791

Atoms and positions in Å:
O 2.20510 0.50623 -0.19867
F -1.11334 1.20392 0.85321
F -0.77139 -1.36215 1.22139
F -1.74559 -0.71024 -0.94580
Si -0.75877 -0.18865 0.20692
H 2.18399 0.55088 -1.13705


> Which value of energy does entry 8 give?

-1137.46468 Ha


> Among the records above, which one has the lowest energy?

C24H39N8NiO3PS4


Repeat the fifth record exactly.
Formula: C10H9ClN2
Source: the OMol25 dataset
Level of theory: wB97M-V/def2-TZVPD

- spin multiplicity = 3
- energy (Ha) = -956.02809
- molecular weight (g mol⁻¹) = 192.649
- charge = 0
- orbital gap (spin up / spin down) (eV) = 5.716 / 6.990

Atoms and positions in Å:
C 1.22852 2.01007 -1.77381
C 0.55291 2.77333 -0.80514
C 1.05295 0.65946 -1.91073
C -0.36553 2.15370 -0.07336
C 0.31042 0.02991 -0.87499
C -0.38516 0.75531 0.02057
C 0.00791 -1.36535 -0.62043
C -0.79968 -1.49327 0.45928
C -1.16823 -0.07710 0.91314
C -1.23481 -2.75361 1.12336
N 1.74196 -0.18329 2.28220
N 2.09225 -0.52115 1.29800
Cl 0.70067 -2.63168 -1.46291
H 1.95302 2.47828 -2.33074
H 0.89032 3.75946 -0.73211
H 1.46424 0.19841 -2.78604
H -0.68304 2.83442 0.72177
H -0.93281 0.03698 2.00339
H -2.32240 0.16065 0.71549
H -2.13891 -2.37462 1.55732
H -0.57371 -3.03151 1.91194
H -1.39087 -3.41838 0.36383


> Number 3 is which compound?

C12H11ClLiN3O3